(1)
Here is C8B2F42O17P7VZr2 as an isolated structure from the Open Molecules 2025 dataset. Energies are from ωB97M-V with the def2-TZVPD basis set.

XYZ file:
```
79
Properties=species:S:1:pos:R:3:forces:R:3:mulliken_charge:R:1
Zr 13.9671 5.7685 -16.4038 -4.1450 -2.7259 -1.2255 2.185
Zr 12.5331 -4.2027 -15.0281 -2.3290 2.9719 -1.9764 2.003
O 7.2459 5.6658 -15.0955 2.3838 -1.4833 2.8332 -0.309
V 8.3428 5.0837 -14.1340 -0.8055 -2.0231 -3.4717 1.712
P 10.2240 -4.5728 -13.0816 -4.8215 -1.3999 2.1833 1.305
F 9.8095 -3.2006 -12.3255 1.2259 -2.9967 -1.1829 -0.249
F 8.6842 -4.8630 -13.6812 3.4365 0.6570 1.2925 -0.321
F 10.5945 -3.6837 -14.4665 -0.0883 2.6963 -0.9946 -0.089
F 10.8765 -5.6817 -14.1377 0.0284 -2.4254 -1.3318 -0.266
F 11.8671 -4.4752 -12.8130 2.1201 1.8931 0.4246 -0.378
F 10.1799 -5.6686 -11.9101 -0.5163 1.9435 -1.3693 -0.272
P 13.1313 -1.2472 -12.5898 -1.4647 7.5292 5.8594 1.543
F 12.6041 -2.1660 -13.8529 0.6305 -1.9454 -1.7928 0.250
F 12.5433 0.0942 -13.2613 2.9742 0.5195 -3.6491 -0.616
F 11.6282 -1.1302 -12.0570 -1.3279 -3.9151 1.4580 -0.373
F 13.5272 -0.2862 -11.2902 0.5339 -0.6443 -0.5031 -0.364
F 13.5176 -2.4810 -11.7500 0.1467 -2.2468 -0.3097 -0.378
F 14.6644 -1.0343 -13.0714 -0.7941 -0.8590 -1.7733 -0.449
P 11.2474 7.3245 -16.0128 -4.5058 4.3212 -0.6567 1.100
F 12.8024 7.7154 -16.3407 5.0584 3.4274 3.2283 -0.319
F 11.7570 6.4444 -17.2356 -2.2702 -3.8395 -4.8817 -0.069
F 11.8179 6.1183 -15.2280 1.9189 -1.9701 3.6409 -0.188
F 9.7285 6.6243 -15.7492 1.4521 1.1055 -0.6382 -0.292
F 11.1522 8.2258 -14.6638 0.1381 -1.0329 -2.5646 -0.328
F 10.7746 8.4247 -17.1448 0.0429 -1.6421 3.0186 -0.288
P 8.8538 1.7040 -12.4195 3.7990 -3.8310 3.9372 1.368
F 8.0049 0.8360 -13.4900 0.6050 0.9310 0.7183 -0.354
F 7.5247 2.1131 -11.6134 0.3902 -0.9608 -0.2852 -0.343
F 9.4547 0.4567 -11.5672 -3.3200 0.1264 0.9415 -0.341
F 9.7087 2.7047 -11.4089 -0.7836 0.1881 -0.8088 -0.355
F 10.2663 1.3866 -13.1797 -0.9397 2.1794 -2.6627 -0.534
F 8.5718 3.0773 -13.3096 -0.7446 3.7760 -2.5349 -0.187
P 15.2084 6.3406 -18.9744 3.0977 2.4483 -10.1299 1.473
F 14.1332 5.2583 -18.5247 -2.8304 -1.9382 1.2282 -0.142
F 15.9534 5.2214 -19.9012 -0.7883 1.3262 2.3494 -0.316
F 14.2638 6.7989 -20.2654 1.1540 -0.8607 2.8673 -0.327
F 16.2619 7.4796 -19.2600 -0.3504 -1.1463 0.6385 -0.295
F 14.4382 7.3375 -17.9747 -1.9470 1.1404 1.9567 -0.229
F 15.9350 5.9097 -17.5615 1.1095 -0.9859 2.2838 -0.326
P 13.0193 3.5213 -13.4318 -2.9411 -5.2546 7.1076 1.007
F 12.5805 2.4900 -12.2789 0.1361 1.6787 -0.9082 -0.206
F 14.5362 3.1510 -13.2420 1.7936 0.1850 0.7288 -0.401
F 12.9429 2.2911 -14.4623 -0.4756 0.9755 -1.7674 -0.549
F 13.6362 4.4601 -14.5974 1.3939 4.4736 -4.2994 -0.137
F 11.4891 3.9863 -13.7817 0.5609 -0.1331 -0.9930 -0.184
F 13.0330 4.7376 -12.3790 0.8576 0.1424 -1.1204 -0.407
P 11.9136 -5.8002 -17.5702 -0.2207 -0.7896 -5.5528 1.176
F 11.3865 -5.1346 -18.9560 -0.2087 -1.1154 2.3861 -0.314
F 13.0190 -4.5779 -17.4244 1.7846 0.9032 -0.4081 -0.136
F 11.1014 -4.7137 -16.6557 -2.6960 0.9622 1.1588 -0.042
F 12.5443 -6.1071 -16.0839 2.2595 -1.9022 3.4171 -0.289
F 10.8454 -6.9241 -17.2482 0.7323 1.1476 -1.0908 -0.294
F 12.9431 -6.7064 -18.3986 -1.0025 0.5735 1.8512 -0.290
O 10.0321 -1.9206 -18.7848 2.0814 2.9734 3.5092 -0.524
C 10.5015 -1.0850 -17.9854 -1.9361 -1.2514 -3.9952 -0.084
O 10.3128 0.2670 -18.1045 0.9927 -0.2495 0.9848 -0.673
B 10.8622 1.0366 -16.9305 0.1289 -4.2457 -0.5148 0.382
O 11.4704 -0.1035 -16.0830 -0.1455 -2.4912 -1.8913 0.642
C 11.3662 -1.3507 -16.7514 -1.0872 4.2645 2.1475 -0.033
O 11.7352 -2.4158 -16.3287 0.2788 -0.2782 0.1747 0.077
O 11.9226 2.0346 -17.0974 0.2661 3.9265 -0.3799 -0.235
C 11.5478 3.2744 -16.7141 1.4328 -4.2516 0.1311 -0.006
O 12.2995 4.2460 -16.7050 0.4055 0.0512 -0.3110 0.498
C 10.1200 3.0422 -16.0947 -1.4659 -1.8356 -0.2276 0.677
O 9.7965 1.7787 -16.3285 -0.2864 3.2131 1.3641 -0.113
O 9.3789 3.8528 -15.5598 0.2343 0.9684 0.1045 -0.343
O 16.8886 2.6973 -14.8170 -0.8064 -0.8630 -0.5510 -0.096
C 16.3186 1.9296 -15.6083 2.6001 -3.2117 0.2014 0.669
O 16.5869 0.6304 -15.7971 -0.7096 3.9913 1.4584 -0.365
B 15.6970 0.1076 -16.8815 0.0015 -1.7295 -1.0069 0.505
O 15.2350 1.3680 -17.5273 -0.2325 3.7899 1.3807 -0.203
C 15.4248 2.4764 -16.7629 -2.2065 -1.4110 -1.2922 0.375
O 14.9589 3.6203 -16.8058 1.1589 -2.1495 -0.0135 -0.740
O 14.5710 -0.6943 -16.2914 0.0779 1.1640 0.5614 0.462
C 14.8370 -1.9402 -16.4243 -1.5291 -2.1775 0.7483 0.097
O 14.1514 -2.8861 -15.9369 1.8437 0.9489 -0.1092 -0.617
C 15.9795 -2.0351 -17.4475 -0.1934 -6.1807 -2.0439 0.069
O 16.3810 -0.8818 -17.7581 0.4272 5.6908 1.0197 -0.488
O 16.2930 -3.0291 -18.0744 -0.7788 1.1894 1.9242 -0.508
```
Positions in Å, forces in eV/Å.

Computed properties:
⟨S²⟩: 2.0696
Multiplicity: 3
Total charge: +2
Lowest unoccupied orbital energy (spin up / spin down): -11.1 / -12.6 eV
Gap between HOMO and LUMO (spin up / spin down): 3.679 / 2.182 eV

---

(2)
Here is C3H9N3O2 as an isolated structure from the Open Molecules 2025 dataset. Energies are from ωB97M-V with the def2-TZVPD basis set.

XYZ file:
```
17
Properties=species:S:1:pos:R:3:forces:R:3:mulliken_charge:R:1
C -1.7292 -1.2112 0.2515 -1.9195 -1.3844 0.4287 -1.045
C 0.1471 -0.8319 -1.5668 -2.2072 0.7609 0.0375 -1.237
C -0.6152 -0.3861 -0.2948 1.5860 3.4041 0.2586 0.596
N 0.4813 -0.2088 0.6464 2.1451 2.9856 -2.4206 -0.546
N 2.0567 1.7093 0.7099 0.8595 0.0067 1.5341 0.222
N 0.7857 1.5730 0.7564 -2.0585 -3.7031 0.6477 0.570
O 2.6658 2.7907 0.6943 -0.0871 0.7251 -0.3433 -0.622
O -0.1545 2.3500 0.7011 1.2397 0.0016 -0.6616 -0.580
H -1.7720 -2.1127 -0.4326 -0.2993 0.4464 1.4557 0.276
H -1.6686 -1.4246 1.3738 0.4240 -0.3059 -1.6157 0.302
H -2.7510 -0.7184 0.2294 1.2700 -0.3308 -0.5085 0.261
H 0.7009 0.0488 -1.9688 -0.5363 -0.8056 0.0433 0.292
H -0.7090 -1.1669 -2.2041 1.3688 -0.0088 -0.3994 0.388
H 0.8559 -1.5959 -1.2623 -0.1778 -0.3022 -0.3762 0.333
H -1.0154 0.6860 -0.3682 0.2547 -1.2460 -0.5487 0.260
H 0.1858 -0.4250 1.5198 -1.1935 -0.2110 3.7498 0.227
H 2.5358 0.9238 1.2149 -0.6686 -0.0324 -1.2814 0.302
```
Positions in Å, forces in eV/Å.

Computed properties:
Relative energy (zero: lowest compared OMol25 entry of this formula, charge and spin): 209.2 kcal per mole
Multiplicity: 1
Total charge: 0
Lowest unoccupied orbital energy (spin up / spin down): 0.1 / 0.1 eV
Gap between HOMO and LUMO (spin up / spin down): 8.989 / 8.995 eV

---

- What is the total charge in the first record?
  +2